{
  "formula": "C38H25N2O7",
  "method": "ωB97M-V/def2-TZVPD",
  "elements": ["N", "C", "O", "C", "N", "C", "C", "C", "C", "C", "C", "C", "C", "O", "O", "H", "H", "H", "H", "H", "H", "H", "H", "H", "C", "C", "C", "C", "C", "C", "C", "O", "C", "C", "C", "C", "C", "C", "C", "O", "H", "H", "H", "H", "H", "H", "H", "H", "C", "C", "C", "C", "C", "C", "C", "O", "C", "C", "C", "C", "C", "C", "C", "O", "H", "H", "H", "H", "H", "H", "H", "H"],
  "xyz": [[7.23581, 0.80524, -2.60727], [7.62818, 0.82457, -3.75602], [7.89947, 0.43363, -5.09818], [6.82650, 1.06936, -5.90572], [6.00620, -0.00303, -6.51585], [4.86619, -0.42712, -5.64997], [3.74655, 0.75075, -5.68184], [3.62340, 1.73962, -4.45577], [2.58481, 2.89428, -4.50592], [1.70322, 3.00716, -5.77782], [1.76017, 2.02655, -6.99183], [2.82589, 0.86451, -6.93045], [7.42648, 2.03777, -7.07590], [7.73823, 1.53013, -8.20129], [7.50940, 3.39585, -6.75508], [6.26334, 1.76667, -5.19584], [5.61260, 0.37986, -7.39840], [4.39785, -1.41219, -6.04301], [5.15394, -0.63930, -4.55993], [4.35954, 1.56293, -3.58775], [2.55770, 3.60438, -3.60956], [0.94168, 3.86377, -5.85220], [1.07697, 2.10712, -7.91031], [2.95164, 0.09477, -7.77076], [-1.39658, -0.86745, 1.78829], [-1.52579, 0.24642, 0.96119], [-0.40098, 0.80482, 0.36367], [0.86014, 0.25734, 0.60149], [0.99250, -0.84270, 1.44880], [-0.14056, -1.41167, 2.03318], [2.33067, -1.40286, 1.74874], [2.44605, -2.36746, 2.48716], [3.52414, -0.76935, 1.14629], [4.79588, -1.24943, 1.46451], [5.92316, -0.66795, 0.89202], [5.78447, 0.38791, -0.00665], [4.51967, 0.87241, -0.32172], [3.38753, 0.30118, 0.26152], [2.04939, 0.84794, -0.05347], [1.92662, 1.77497, -0.83611], [-2.27650, -1.30839, 2.24731], [-2.50520, 0.67864, 0.78040], [-0.50868, 1.66948, -0.28396], [-0.04552, -2.27610, 2.68277], [4.91143, -2.07392, 2.16139], [6.91129, -1.03951, 1.14474], [6.66170, 0.83574, -0.45785], [4.41871, 1.69845, -1.01892], [-5.71482, -2.29422, 8.22146], [-7.04996, -2.00893, 8.49940], [-7.88964, -1.55245, 7.48912], [-7.39260, -1.36818, 6.19838], [-6.04988, -1.63065, 5.92595], [-5.21397, -2.10538, 6.93806], [-5.49802, -1.39238, 4.57291], [-4.32569, -1.62495, 4.33320], [-6.38944, -0.85930, 3.51844], [-5.87038, -0.57532, 2.25404], [-6.70348, -0.08656, 1.25297], [-8.05884, 0.11156, 1.50771], [-8.57871, -0.16484, 2.76754], [-7.74243, -0.64185, 3.77845], [-8.29829, -0.89905, 5.12569], [-9.48383, -0.72183, 5.35103], [-5.06232, -2.65917, 9.00837], [-7.43693, -2.14463, 9.50435], [-8.93026, -1.33680, 7.71066], [-4.17151, -2.32422, 6.72901], [-4.81586, -0.73028, 2.04745], [-6.29657, 0.13842, 0.27211], [-8.70987, 0.48614, 0.72412], [-9.63464, -0.00383, 2.96120]],
  "lowdin_charge": [0.142, -0.198, 0.001, -0.267, -0.008, -0.189, -0.145, -0.019, -0.066, -0.100, -0.074, -0.039, -0.514, -0.080, -0.210, 0.127, 0.113, 0.117, 0.116, 0.081, 0.089, 0.075, 0.079, 0.092, -0.058, -0.063, 0.002, -0.082, -0.083, 0.003, -0.283, 0.090, -0.093, -0.004, -0.051, -0.070, 0.006, -0.085, -0.278, 0.096, 0.091, 0.099, 0.121, 0.120, 0.117, 0.106, 0.059, 0.113, -0.058, -0.059, 0.001, -0.085, -0.083, 0.005, -0.276, 0.100, -0.081, 0.007, -0.053, -0.056, 0.003, -0.085, -0.280, 0.100, 0.108, 0.107, 0.120, 0.122, 0.108, 0.109, 0.108, 0.121],
  "e_tot_ha": -2099.14447,
  "fmax_ha_per_bohr": 0.1252,
  "e_homo_ev": -4.76,
  "multiplicity": 1,
  "charge": -1
}